15
Properties=species:S:1:pos:R:3 method="wB97M-V/def2-TZVPD" e_homo_ev=-9.15 smiles="NN=C=CCCO" energy_ev=-9302.1333 relative_energy_ev=4.260 homo_lumo_gap_ev=10.06 multiplicity=1 total_charge=0
N 2.1415 -0.3570 1.9401
N 2.4934 -0.6905 0.5374
C 1.3646 -0.8403 0.0402
C 0.0641 -0.6952 0.0636
C -0.5174 0.6841 -0.0931
C -1.3365 0.7614 -1.3641
O -2.3603 -0.2089 -1.2390
H 2.9501 -0.1100 2.4992
H 1.7876 -1.2324 2.3113
H -0.5943 -1.5377 0.2405
H 0.2794 1.4377 -0.0945
H -1.1648 0.8933 0.7688
H -0.6727 0.5427 -2.2146
H -1.7522 1.7702 -1.4976
H -2.8001 -0.3034 -2.0901



15
Properties=species:S:1:pos:R:3 method="wB97M-V/def2-TZVPD" e_homo_ev=-8.45 smiles=Cc1c[nH]cn1.O energy_ev=-9304.9502 relative_energy_ev=1.443 homo_lumo_gap_ev=9.15 multiplicity=1 total_charge=0
C -2.6933 0.5508 -0.6623
C -1.2863 0.0688 -0.5575
C -0.8761 -0.8148 0.4000
N 0.4730 -0.9677 0.1935
C 0.7985 -0.2334 -0.8933
N -0.1901 0.5479 -1.2683
H -2.6633 1.5469 -0.1903
H -3.2279 -0.0086 0.1298
H -3.1100 0.3764 -1.6533
H -1.4537 -1.4470 1.0456
H 1.1471 -1.4784 0.7575
H 1.7674 -0.3831 -1.3506
O 3.8116 0.5691 1.0645
H 3.2394 1.3319 1.1085
H 4.2637 0.3411 1.8763



15
Properties=species:S:1:pos:R:3 method="wB97M-V/def2-TZVPD" e_homo_ev=-8.10 smiles=Cc1c[nH]cn1.O energy_ev=-9303.8950 relative_energy_ev=2.498 homo_lumo_gap_ev=8.97 multiplicity=1 total_charge=0
C 0.9476 -1.6374 1.1675
C 0.0506 -0.7719 0.3256
C -1.0611 -0.1610 0.8881
N -1.4464 0.7898 -0.0119
C -0.8846 0.4413 -1.2220
N -0.1335 -0.6914 -1.0469
H 1.6008 -2.3009 0.6042
H 0.3434 -2.3053 1.7772
H 1.5249 -0.9695 1.8163
H -1.7365 -0.4489 1.6724
H -2.2961 1.3244 0.0854
H -0.6956 1.0852 -2.0654
O 1.7564 1.6699 -0.4029
H 1.8212 0.7167 -0.2763
H 2.1766 2.0385 0.3803



15
Properties=species:S:1:pos:R:3 method="wB97M-V/def2-TZVPD" e_homo_ev=-9.05 smiles="NC(=O)CN1CC1" energy_ev=-9304.5032 relative_energy_ev=1.890 homo_lumo_gap_ev=9.93 multiplicity=1 total_charge=0
N 1.6917 -0.4710 -1.1197
C 1.0494 -0.8181 0.0329
O 0.6719 -1.9583 0.2460
C 0.7019 0.3495 0.9531
N -0.5972 0.9597 0.6479
C -1.7363 0.0563 0.6313
C -1.2126 0.6246 -0.6318
H 1.8272 -1.1817 -1.8231
H 2.0658 0.4496 -1.2776
H 0.6736 -0.0260 1.9799
H 1.4652 1.1343 0.8957
H -1.5459 -0.9932 0.8453
H -2.6492 0.4675 1.0545
H -0.6612 -0.0228 -1.3055
H -1.7440 1.4295 -1.1289



Number 1: F_max 0.717 eV/Å. Number 2: F_max 1.790 eV/Å. Number 3: F_max 4.029 eV/Å. Number 4: F_max 0.396 eV/Å.